The following is a quantum chemistry calculation of a 11-piece molecular cluster, C48H56O26 overall, from OMol25.

Positions of all 130 atoms, in Å:
C1 0.881 -4.465 -1.847
O1 0.202 -6.672 -1.974
H1 0.629 -2.803 -5.182
O2 -6.302 5.117 4.374
H2 2.425 -6.251 2.877
C2 2.075 -3.454 -2.114
C3 -1.302 2.077 -0.395
C4 3.336 -3.917 -2.672
H3 -6.984 -1.326 1.745
H4 -4.438 -3.089 1.170
O3 0.170 -3.542 -5.379
O4 -4.818 0.507 4.781
H5 -1.851 -5.791 -5.579
C5 -1.081 8.233 -1.863
H6 1.380 5.204 3.797
H7 1.979 4.065 -6.642
H8 1.152 3.730 2.472
H9 2.984 1.024 -2.724
C6 -3.836 1.880 3.016
C7 0.644 4.672 3.081
H10 2.419 -0.644 0.527
C8 0.195 2.463 -3.934
C9 -2.344 7.403 0.297
H11 0.423 4.492 -5.770
O5 -1.484 5.006 4.249
O6 3.508 0.295 2.687
C10 -1.282 -2.470 -3.791
H12 3.929 -0.424 -3.408
C11 3.469 -5.367 -2.872
O7 -4.979 5.383 1.936
C12 1.772 -5.439 3.085
C13 4.328 -0.633 2.811
H13 -0.852 2.090 4.454
O8 -3.144 0.816 2.665
C14 -0.731 -0.337 -0.062
H14 3.046 -2.081 3.148
C15 5.723 -0.414 2.588
H15 -0.280 8.768 -1.411
H16 0.161 -3.251 2.693
O9 -2.247 3.095 -0.711
C16 0.015 2.606 -0.127
H17 -1.704 7.997 0.941
H18 -0.627 3.298 5.705
O10 -0.194 -6.430 2.075
H19 1.786 -5.653 4.121
H20 -3.338 3.109 1.416
H21 -0.349 -3.067 -1.018
H22 -1.801 8.886 -1.829
O11 -0.427 -1.627 -3.628
C17 -4.617 1.776 4.320
O12 -1.055 -1.539 -0.135
H23 5.107 -4.862 4.568
C18 4.833 -0.089 -1.454
H24 6.695 0.115 -2.080
H25 -3.011 -1.968 1.090
H26 5.326 -5.049 -3.031
H27 -2.574 6.665 1.077
O13 4.464 -4.145 4.047
C19 -1.934 -4.964 -4.690
C20 -4.896 4.215 2.753
H28 -0.840 2.651 -4.267
O14 1.643 -0.925 0.223
O15 2.044 1.827 -5.479
H29 0.462 1.389 -3.709
H30 -1.118 -4.161 1.864
C21 -1.639 0.641 -0.504
O16 -4.999 -1.522 -0.879
C22 1.398 4.062 -5.695
C23 -0.979 -3.667 -4.653
C24 1.252 2.750 -5.121
H31 -0.946 7.924 -2.868
H32 -6.217 2.692 5.678
H33 2.167 4.531 -4.887
C25 0.685 0.092 0.064
O17 6.154 0.886 2.366
H34 -7.300 -1.295 0.118
O18 4.204 -0.132 -0.374
O19 -1.486 5.881 -1.330
H35 -6.670 0.227 1.028
C26 1.085 -5.876 -2.212
H36 -4.500 -1.726 2.294
C27 3.890 -1.929 3.193
O20 4.701 -5.713 -3.339
O21 4.324 -3.063 -2.782
C28 -2.461 -2.535 -3.033
O22 0.403 3.734 -0.143
C29 1.045 1.522 0.116
C30 4.862 -3.146 3.294
C31 6.199 -2.884 2.995
C32 -1.606 7.099 -1.047
C33 0.387 -5.407 2.389
C34 -6.586 -0.855 0.835
C35 6.183 -0.656 -1.607
C36 -0.509 4.314 3.993
H37 2.446 -4.741 2.967
H38 4.691 1.339 -3.227
H39 0.315 2.909 -3.059
C37 -5.588 4.159 4.118
C38 -3.393 -3.672 -3.146
O23 -3.742 -5.883 -3.724
O24 7.015 -3.834 3.042
H40 -1.642 3.847 -0.806
H41 5.334 1.546 2.586
H42 -2.821 -1.774 -2.335
O25 -0.324 -4.097 -1.232
C39 -0.353 3.001 4.769
H43 2.366 -7.308 -2.960
C40 -5.462 2.893 4.890
H44 7.871 -1.364 2.454
H45 -5.096 -2.847 -2.567
C41 -0.136 -4.025 2.094
C42 4.130 0.406 -2.718
H46 -3.327 8.009 -0.041
H47 0.338 5.551 2.213
H48 0.560 2.738 4.744
H49 -5.557 5.847 2.387
H50 -5.491 0.580 5.438
H51 1.808 -2.326 -1.690
C43 -4.030 2.981 2.223
C44 2.357 -6.300 -2.818
H52 6.287 -1.538 -2.224
C45 -3.087 -4.869 -3.896
H53 6.605 -0.915 -0.586
H54 0.400 -3.732 1.210
H55 -2.602 0.359 -0.679
C46 -5.256 -1.385 0.326
H56 1.997 1.774 0.379
O26 -4.778 -3.637 -2.745
C47 -4.264 -2.090 1.257
C48 6.626 -1.556 2.594

Summary:
* molar mass: 1048.95 g/mol
* structure (SMILES): O=C1C=C(O)C(=O)C=C1O.O=C1C=C(O)C(=O)C=C1O.O=C1C=C(O)C(=O)C=C1O.O=C1C=C(O)C(=O)C=C1O.O=C1C=C(O)C(=O)C=C1O.CC(C)=O.CC(C)=O.CC(C)=O.CC(C)=O.CC(C)=O.CC(C)=O
* frontier orbital gap: 5.866 eV
* energy relative to the best compared isomer or geometry (same formula, charge and spin): 397.3 kJ/mol
* LUMO energy: -2.529 eV
* DFT total energy: -103893.2753 eV
* total charge: 0

These are the Löwdin partial charges, in e, on atoms 1 to 5: C -0.0906; O 0.1462; H 0.0398; O 0.0915; H 0.0773

The following is a quantum chemistry calculation of C48H57ClFN3SbSc as an isolated structure, from OMol25.

Positions of all 112 atoms, in Å:
C1 -1.303 2.403 0.814
H1 4.329 1.977 -1.305
H2 -2.849 1.507 -3.352
C2 2.511 -1.991 -2.306
H3 0.146 3.244 -2.006
H4 -0.337 2.449 3.316
C3 -3.169 -1.252 -2.317
C4 -3.625 2.847 1.028
C5 1.449 1.306 3.565
H5 0.184 -2.797 -2.646
C6 -4.051 -3.429 2.245
H6 -1.866 2.554 -2.341
C7 3.642 -1.550 0.972
C8 -2.852 0.611 0.764
C9 3.008 2.445 0.990
H7 -3.116 0.954 3.604
C10 0.914 0.106 2.884
C11 -2.332 3.325 0.980
C12 2.269 -0.697 -4.382
H8 2.190 2.533 1.699
H9 -0.499 -1.707 -3.841
C13 -3.533 -1.125 3.611
C14 0.417 -2.177 -3.512
H10 -4.937 1.161 0.980
C15 1.507 -1.177 -3.133
H11 0.566 -4.661 3.942
H12 -0.408 -0.134 -5.358
H13 -5.653 -0.968 3.892
C16 -1.999 2.192 -3.360
C17 -0.727 1.500 -3.920
C18 -2.734 -3.681 -2.755
H14 1.767 4.695 -1.298
C19 -1.463 -3.847 -0.365
C20 -5.115 -2.711 2.763
H15 4.504 -1.238 1.557
H16 0.947 2.066 -5.204
H17 2.974 -4.410 4.527
H18 -1.796 -0.366 -4.288
C21 2.736 1.393 4.096
H19 0.473 4.459 4.454
H20 2.802 0.127 -1.083
C22 1.215 -4.032 3.345
C23 3.221 2.523 4.737
H21 1.396 -0.794 3.266
H22 -4.017 -1.019 -1.673
C24 0.699 -3.381 2.232
C25 0.662 2.460 3.727
C26 -1.214 0.373 -4.833
N1 -1.938 -2.650 -0.750
H23 1.613 -0.227 -5.110
H24 4.397 -3.011 3.039
H25 3.492 3.133 -2.349
Cl1 3.832 0.037 3.932
H26 -3.284 -3.582 -3.681
C27 1.979 4.291 -0.307
C28 1.570 1.912 -1.036
Sb1 -1.218 -4.252 1.728
H27 0.768 -2.839 -4.309
H28 -2.317 0.071 4.907
H29 -3.088 -0.446 0.710
H30 -2.217 -5.737 -3.064
H31 -0.607 2.774 -5.682
H32 -4.055 0.420 5.002
N2 1.460 -2.560 1.464
H33 3.026 0.037 -4.097
C29 3.339 -3.132 2.847
C30 2.414 3.638 4.875
H34 4.233 2.519 5.120
H35 2.698 4.954 0.180
H36 -0.149 0.024 3.132
H37 2.787 4.520 5.380
C31 3.791 2.927 -1.319
C32 -1.519 1.024 0.689
F1 -4.646 3.721 1.190
C33 -2.578 -2.570 -1.929
H38 -2.142 4.387 1.068
C34 0.019 2.502 -4.828
H39 2.708 -2.935 -2.822
C35 2.767 -2.454 1.777
C36 1.123 3.598 4.361
C37 -2.763 -2.936 2.432
H40 2.110 -2.230 -1.318
H41 3.369 1.414 1.003
H42 3.992 -2.055 0.072
H43 3.821 3.082 1.347
C38 2.558 2.876 -0.396
C39 -3.909 1.500 0.925
H44 0.274 3.415 -4.289
H45 -0.292 2.796 0.778
H46 -4.214 -4.355 1.707
H47 3.100 -0.663 0.671
H48 1.056 4.315 0.275
C40 -4.850 -1.551 3.460
H49 -1.873 0.809 -5.588
C41 2.554 -3.903 3.668
N3 -2.501 -1.813 3.097
C42 -3.238 0.151 4.334
C43 0.582 2.258 -1.922
H50 3.465 -1.477 -2.189
Sc1 0.371 -0.185 0.633
H51 -2.280 3.043 -3.986
H52 -3.525 -1.274 -3.345
H53 -6.132 -3.063 2.640
H54 -1.087 -5.907 -0.841
H55 2.769 -1.539 -4.869
C44 1.031 0.067 -2.373
C45 -1.499 -4.968 -1.187
H56 -2.438 -0.452 -2.198
C46 1.793 0.496 -1.205
H57 4.479 3.710 -0.991
C47 -2.148 -4.879 -2.408
C48 0.237 1.156 -2.769

Summary:
* molar mass: 897.17 g/mol
* frontier orbital gap: 7.053 eV
* energy relative to the best compared isomer or geometry (same formula, charge and spin): 43.6 kJ/mol
* LUMO energy: -0.055 eV
* DFT total energy: -97647.7111 eV
* total charge: 0

These are the Löwdin partial charges, in e, on atoms 1 to 5: C -0.1542; H 0.0813; H 0.0683; C -0.0748; H 0.1147

Q: Look up the DFT total energy of the second one.
A: -97647.7111 eV

Q: Among the records above, which one has the highest frontier orbital gap?
A: C48H57ClFN3SbSc

Q: Which formula does entry 1 have?
A: C48H56O26

Q: energy relative to the best compared isomer or geometry (same formula, charge and spin) of number 1 (C48H56O26)?
A: 397.3 kJ/mol